Density functional theory data (ωB97M-V with the def2-TZVPD basis set) for C27H19BrI2IrNOSi as an isolated structure.

Output
**Charge**: +1
**ΔE to the lowest compared entry with this formula, charge and spin**: 1.100 eV
**Multiplicity**: 2
**E_LUMO (alpha / beta)**: -4.4487 / -5.5905 eV
**Expectation value of S²**: 0.76

Last column: Löwdin spin population.
Cartesian coordinates (Å):
Ir1 -0.40 -1.29 -1.53  0.56
I1 4.10 -0.46 -3.92  0.01
C1 2.39 0.69 -3.75  0.04
C2 2.31 1.96 -4.37  -0.01
C3 1.21 2.77 -4.24  0.04
I2 1.20 4.62 -5.19  0.01
C4 0.10 2.34 -3.46  0.00
C5 -1.09 3.05 -3.20  0.02
C6 -2.07 2.51 -2.40  0.00
C7 -1.90 1.24 -1.85  0.02
N1 -0.80 0.54 -2.10  0.00
C8 0.20 1.07 -2.88  0.00
C9 1.33 0.25 -3.01  -0.01
O1 1.29 -0.93 -2.34  0.13
H1 3.15 2.30 -4.96  0.00
H2 -1.22 4.04 -3.64  0.00
H3 -2.98 3.05 -2.19  0.00
H4 -2.64 0.78 -1.22  0.00
C10 3.30 2.04 2.14  0.00
C11 3.16 1.80 0.78  0.00
C12 2.16 0.95 0.32  0.00
C13 1.30 0.32 1.21  0.01
C14 1.45 0.57 2.58  0.00
C15 2.44 1.42 3.04  0.00
Si1 -0.08 -0.85 0.79  0.03
C16 -1.74 -0.14 1.21  0.01
C17 -2.87 -0.95 1.37  0.00
C18 -4.11 -0.39 1.63  0.00
C19 -4.24 0.99 1.73  0.00
C20 -3.13 1.81 1.56  0.00
C21 -1.89 1.25 1.30  0.00
C22 0.21 -2.57 1.42  0.01
C23 -0.41 -3.04 2.58  0.00
C24 -0.14 -4.31 3.05  0.00
C25 0.73 -5.14 2.36  0.00
C26 1.35 -4.69 1.21  0.00
C27 1.10 -3.41 0.74  0.00
H5 4.08 2.70 2.50  0.00
H6 3.83 2.28 0.07  0.00
H7 2.08 0.77 -0.74  0.00
H8 0.80 0.09 3.30  0.00
H9 2.55 1.60 4.10  0.00
H10 -2.78 -2.03 1.28  0.00
H11 -4.98 -1.03 1.76  0.00
H12 -5.21 1.42 1.94  0.00
H13 -3.23 2.88 1.65  0.00
H14 -1.03 1.89 1.19  0.00
H15 -1.10 -2.40 3.13  0.00
H16 -0.62 -4.66 3.96  0.00
H17 0.93 -6.14 2.73  0.00
H18 2.04 -5.34 0.67  0.00
H19 1.61 -3.07 -0.15  0.00
Br1 -1.74 -3.13 -2.12  0.15

---

Density functional theory data (ωB97M-V with the def2-TZVPD basis set) for C27H20AsN3O9OsS2 as an isolated structure.

Output
**ΔE to the lowest compared entry with this formula, charge and spin**: 1.605 eV
**E_LUMO (alpha / beta)**: -2.5981 / -2.5762 eV

Last column: natural (NBO) charge in e.
Cartesian coordinates (Å):
Os1 -0.33 -0.30 0.11  0.89
O1 3.95 0.31 4.58  -0.44
C1 3.13 0.23 3.72  0.39
C2 1.65 -0.18 3.92  0.38
O2 1.11 -0.44 4.96  -0.47
C3 1.06 -0.12 2.56  0.30
C4 2.04 0.25 1.59  0.20
O3 1.71 0.36 0.37  -0.53
C5 3.34 0.54 2.23  0.39
O4 4.34 0.96 1.72  -0.49
O5 -0.14 -0.25 2.22  -0.61
C6 -0.69 4.58 -2.50  -0.42
N1 -0.62 3.67 -1.38  -0.38
C7 -0.75 4.05 0.01  -0.31
C8 -0.59 2.72 0.71  0.68
O6 -0.61 2.56 1.90  -0.55
N2 -0.46 1.73 -0.26  -0.60
C9 -0.41 2.36 -1.46  0.69
N3 -0.13 1.75 -2.61  -0.77
H1 -1.09 5.53 -2.15  0.23
H2 -1.37 4.20 -3.26  0.22
H3 0.29 4.76 -2.94  0.21
H4 -1.72 4.48 0.23  0.24
H5 0.04 4.74 0.32  0.24
H6 0.16 0.78 -2.58  0.44
H7 -0.06 2.28 -3.46  0.42
O7 1.22 -2.22 0.00  -0.92
S1 0.07 -2.79 -0.71  2.24
O8 0.19 -4.09 -1.27  -0.90
O9 -1.09 -2.54 0.20  -0.91
S2 -0.37 -1.30 -2.10  -0.46
C10 -4.37 3.46 -2.20  -0.22
C11 -4.30 3.53 -0.82  -0.22
C12 -3.85 2.43 -0.09  -0.25
C13 -3.47 1.27 -0.75  -0.25
C14 -3.54 1.21 -2.14  -0.24
C15 -3.99 2.30 -2.86  -0.21
As1 -2.75 -0.24 0.23  1.25
C16 -3.59 -0.12 1.95  -0.37
C17 -3.24 0.68 3.03  -0.20
C18 -4.00 0.59 4.19  -0.19
C19 -5.07 -0.29 4.27  -0.19
C20 -5.39 -1.11 3.19  -0.21
C21 -4.65 -1.04 2.02  0.04
C22 -4.84 -1.89 0.83  -0.10
C23 -5.80 -2.88 0.68  -0.18
C24 -5.84 -3.64 -0.48  -0.18
C25 -4.91 -3.43 -1.50  -0.21
C26 -3.94 -2.45 -1.36  -0.21
C27 -3.92 -1.69 -0.21  -0.21
H8 -4.74 4.31 -2.77  0.22
H9 -4.62 4.43 -0.30  0.22
H10 -3.82 2.48 0.99  0.23
H11 -3.24 0.30 -2.66  0.23
H12 -4.07 2.24 -3.94  0.22
H13 -2.38 1.33 2.98  0.25
H14 -3.73 1.20 5.05  0.22
H15 -5.64 -0.36 5.18  0.22
H16 -6.21 -1.81 3.28  0.21
H17 -6.52 -3.07 1.46  0.22
H18 -6.59 -4.41 -0.59  0.22
H19 -4.93 -4.05 -2.39  0.22
H20 -3.18 -2.30 -2.12  0.23

---

Density functional theory data (ωB97M-V with the def2-TZVPD basis set) for a 2-piece molecular cluster, C27H20NO8S3 overall.

Output
**Charge**: -1
**ΔE to the lowest compared entry with this formula, charge and spin**: 0.458 eV
**E_LUMO**: 1.2995 eV

Last column: natural (NBO) charge in e.
Cartesian coordinates (Å):
C1 4.36 -1.24 1.99  -0.19
C2 3.04 -1.27 2.40  -0.16
C3 2.39 -0.08 2.65  -0.31
C4 3.05 1.12 2.51  -0.20
C5 4.36 1.15 2.12  -0.21
C6 5.02 -0.03 1.85  -0.19
S1 2.09 2.61 2.85  2.07
O1 2.42 3.15 4.22  -0.88
O2 2.12 3.48 1.62  -0.89
C7 0.53 1.73 2.87  -0.61
C8 -0.61 2.36 2.66  -0.04
C9 -1.92 1.70 2.59  -0.13
C10 -2.41 0.93 3.64  -0.14
C11 -3.60 0.24 3.53  -0.19
C12 -4.33 0.31 2.36  -0.18
C13 -3.87 1.07 1.31  -0.21
C14 -2.68 1.76 1.42  -0.18
S2 0.67 -0.03 3.14  2.08
O3 -0.13 -0.76 2.08  -0.85
O4 0.47 -0.32 4.61  -0.87
H1 4.88 -2.16 1.79  0.22
H2 2.51 -2.20 2.52  0.25
H3 4.86 2.10 2.01  0.24
H4 6.05 -0.02 1.53  0.22
H5 -0.58 3.42 2.48  0.23
H6 -1.82 0.84 4.54  0.22
H7 -3.95 -0.37 4.35  0.23
H8 -5.25 -0.24 2.27  0.22
H9 -4.43 1.11 0.39  0.22
H10 -2.30 2.33 0.59  0.21
C15 -2.09 -7.88 6.17  -0.21
C16 -3.46 -7.72 6.18  -0.22
C17 -4.03 -6.71 5.43  -0.21
C18 -3.24 -5.87 4.68  -0.21
S3 -4.00 -4.55 3.73  2.05
C19 -4.29 -5.34 2.15  -0.70
C20 -4.87 -4.67 1.11  0.00
C21 -5.11 -5.33 -0.14  -0.27
C22 -5.68 -4.66 -1.18  -0.17
C23 -6.05 -3.33 -1.04  -0.11
N1 -6.65 -2.64 -2.16  0.52
O5 -6.96 -1.45 -2.03  -0.46
O6 -6.84 -3.27 -3.22  -0.46
C24 -5.84 -2.66 0.16  -0.17
C25 -5.26 -3.31 1.21  -0.23
O7 -5.36 -4.24 4.31  -0.95
O8 -2.99 -3.46 3.49  -0.94
C26 -1.88 -6.04 4.66  -0.21
C27 -1.30 -7.05 5.41  -0.21
H11 -1.64 -8.65 6.77  0.20
H12 -4.08 -8.37 6.78  0.21
H13 -5.10 -6.56 5.43  0.24
H14 -4.00 -6.36 2.06  0.21
H15 -4.82 -6.36 -0.25  0.19
H16 -5.87 -5.15 -2.12  0.23
H17 -6.14 -1.63 0.23  0.22
H18 -5.09 -2.79 2.14  0.21
H19 -1.27 -5.37 4.08  0.24
H20 -0.23 -7.17 5.41  0.21

---

Density functional theory data (ωB97M-V with the def2-TZVPD basis set) for C27H21CdN7O4S as an isolated structure.

Output
**ΔE to the lowest compared entry with this formula, charge and spin**: 0.000 eV
**E_LUMO**: -1.5179 eV

Last column: natural (NBO) charge in e.
Cartesian coordinates (Å):
Cd1 0.54 -0.27 -0.18  1.70
C1 -3.76 -1.77 -0.04  0.03
C2 -2.42 -1.72 -0.44  0.03
N1 -1.46 -1.53 0.44  -0.46
C3 -1.80 -1.35 1.72  0.13
C4 -3.13 -1.39 2.10  0.03
N2 -4.11 -1.61 1.23  -0.35
C5 -0.69 -1.05 2.67  0.21
C6 -0.83 -1.16 4.05  -0.24
C7 0.24 -0.83 4.86  0.12
C8 1.42 -0.39 4.27  -0.26
C9 1.49 -0.32 2.89  0.28
N3 0.45 -0.65 2.13  -0.53
C10 2.71 0.12 2.15  0.11
C11 3.86 0.57 2.78  0.02
N4 4.94 0.96 2.11  -0.35
C12 4.88 0.89 0.79  0.01
C13 3.74 0.44 0.13  0.03
N5 2.67 0.07 0.81  -0.49
C14 0.13 -0.93 6.34  -0.05
C15 -0.51 -2.01 6.94  -0.25
C16 -0.58 -2.05 8.32  0.05
N6 -0.09 -1.11 9.12  -0.40
C17 0.51 -0.07 8.54  0.05
C18 0.65 0.06 7.16  -0.25
H1 -4.55 -1.92 -0.77  0.21
H2 -2.13 -1.82 -1.48  0.23
H3 -3.43 -1.22 3.13  0.20
H4 -1.76 -1.50 4.48  0.23
H5 2.28 -0.15 4.89  0.23
H6 3.92 0.63 3.86  0.20
H7 5.76 1.19 0.23  0.21
H8 3.68 0.36 -0.95  0.26
H9 -0.91 -2.82 6.35  0.22
H10 -1.06 -2.89 8.81  0.20
H11 0.90 0.69 9.20  0.20
H12 1.13 0.94 6.75  0.22
C19 4.09 5.67 -2.15  -0.63
C20 3.39 4.36 -2.36  -0.01
C21 3.68 3.56 -3.47  -0.21
C22 3.02 2.37 -3.69  -0.21
C23 2.06 1.93 -2.78  -0.27
C24 1.76 2.71 -1.67  -0.24
C25 2.42 3.92 -1.47  -0.21
S1 1.35 0.31 -3.03  2.32
O1 2.28 -0.61 -2.36  -1.03
O2 1.19 0.17 -4.45  -0.95
N7 0.02 0.23 -2.19  -1.16
C26 -1.06 1.20 -2.31  -0.37
C27 -1.66 1.58 -0.93  0.76
O3 -2.79 2.06 -0.93  -0.67
O4 -0.93 1.40 0.11  -0.91
H13 4.97 5.76 -2.79  0.22
H14 4.39 5.79 -1.11  0.22
H15 3.42 6.51 -2.40  0.23
H16 4.43 3.89 -4.18  0.21
H17 3.23 1.76 -4.56  0.24
H18 0.98 2.41 -0.97  0.24
H19 2.16 4.53 -0.62  0.21
H20 -1.87 0.81 -2.93  0.21
H21 -0.72 2.13 -2.78  0.21

---

Density functional theory data (ωB97M-V with the def2-TZVPD basis set) for an isolated molecule of C27H21ClN2O3S.

Output
**Structure (SMILES)**: O=C(COC(=O)c1c2c(nc3ccccc13)/C(=C\c1cccs1)CCC2)Nc1ccccc1Cl
**E_LUMO**: -0.3373 eV

Last column: natural (NBO) charge in e.
Cartesian coordinates (Å):
O1 -1.35 -4.96 -0.62  -0.57
C1 -0.41 -4.25 -0.36  0.66
N1 -0.04 -3.86 0.89  -0.66
C2 -0.74 -4.17 2.07  0.19
C3 -0.05 -4.73 3.14  -0.23
C4 -0.70 -5.05 4.31  -0.21
C5 -2.07 -4.83 4.43  -0.21
C6 -2.76 -4.25 3.38  -0.22
C7 -2.10 -3.91 2.21  -0.06
Cl1 -2.99 -3.12 0.96  0.03
H1 -3.82 -4.05 3.47  0.23
H2 -2.58 -5.09 5.34  0.22
H3 -0.15 -5.49 5.13  0.22
H4 1.01 -4.91 3.04  0.22
H5 0.88 -3.46 1.00  0.44
C8 0.53 -3.70 -1.45  -0.17
H6 1.54 -4.08 -1.28  0.21
H7 0.15 -4.02 -2.42  0.23
O2 0.54 -2.27 -1.48  -0.48
C9 1.36 -1.63 -0.65  0.81
O3 2.09 -2.18 0.15  -0.61
C10 1.25 -0.15 -0.81  -0.12
C11 0.27 0.52 -0.12  0.07
C12 0.20 1.94 -0.28  0.18
N2 1.04 2.59 -1.05  -0.42
C13 2.01 1.95 -1.71  0.14
C14 2.92 2.69 -2.50  -0.19
C15 3.92 2.05 -3.18  -0.20
C16 4.07 0.66 -3.10  -0.21
C17 3.21 -0.09 -2.33  -0.20
C18 2.17 0.54 -1.62  0.00
H8 3.33 -1.16 -2.26  0.21
H9 4.87 0.17 -3.64  0.22
H10 4.62 2.62 -3.78  0.22
H11 2.80 3.76 -2.55  0.23
C19 -0.80 2.71 0.45  -0.05
C20 -1.23 3.95 0.16  -0.14
C21 -0.95 4.86 -0.91  -0.27
C22 -1.68 6.02 -1.09  -0.21
C23 -1.29 6.75 -2.22  -0.27
C24 -0.28 6.15 -2.90  -0.42
S1 0.24 4.69 -2.16  0.51
H12 0.21 6.49 -3.79  0.23
H13 -1.75 7.68 -2.52  0.22
H14 -2.47 6.33 -0.43  0.21
H15 -1.99 4.35 0.82  0.21
C25 -1.41 1.99 1.63  -0.41
C26 -1.89 0.61 1.17  -0.39
C27 -0.68 -0.23 0.77  -0.46
H16 -1.01 -1.14 0.27  0.23
H17 -0.13 -0.53 1.67  0.22
H18 -2.44 0.11 1.97  0.22
H19 -2.56 0.73 0.32  0.21
H20 -2.23 2.56 2.04  0.22
H21 -0.66 1.86 2.41  0.20

---

Density functional theory data (ωB97M-V with the def2-TZVPD basis set) for C27H21N5RuSe3Te as an isolated structure.

Output
**Charge**: +4
**ΔE to the lowest compared entry with this formula, charge and spin**: 0.000 eV
**Multiplicity**: 5
**E_LUMO (alpha / beta)**: -12.8930 / -14.1534 eV
**Expectation value of S²**: 6.04

Last column: Löwdin spin population.
Cartesian coordinates (Å):
Ru1 0.86 1.59 -0.18  2.26
Se1 2.83 3.29 0.64  0.27
Se2 1.71 1.93 2.24  0.10
C1 -0.04 2.79 2.10  0.03
C2 -0.65 3.46 3.12  0.00
C3 -1.95 3.93 2.86  0.02
C4 -2.54 3.69 1.63  0.00
C5 -1.84 2.99 0.66  0.01
N1 -0.59 2.55 0.90  0.01
C6 3.61 1.91 -0.48  0.03
C7 4.94 1.93 -0.83  0.01
C8 5.36 0.97 -1.75  0.01
C9 4.45 0.06 -2.27  0.01
C10 3.12 0.12 -1.85  0.01
N2 2.71 1.03 -0.96  0.01
H1 -0.16 3.64 4.07  0.00
H2 -2.48 4.48 3.62  0.00
H3 -3.53 4.05 1.41  0.00
H4 -2.25 2.79 -0.32  0.00
H5 5.62 2.65 -0.40  0.00
H6 6.40 0.94 -2.06  0.00
H7 4.75 -0.68 -2.99  0.00
H8 2.38 -0.56 -2.24  0.00
Te1 0.14 -1.50 0.50  0.47
C11 0.56 -3.49 0.71  0.17
C12 0.01 -4.16 1.83  0.07
C13 0.33 -5.48 2.01  0.01
C14 1.16 -6.13 1.09  0.14
C15 1.69 -5.46 -0.02  0.03
C16 1.41 -4.13 -0.21  0.05
C17 -1.70 -1.45 1.43  0.05
C18 -1.96 -0.56 2.47  0.02
C19 -3.21 -0.60 3.08  0.01
C20 -4.18 -1.50 2.64  0.03
C21 -3.91 -2.38 1.59  0.00
C22 -2.66 -2.36 0.98  0.03
H9 -0.63 -3.65 2.54  0.00
H10 -0.06 -6.02 2.87  0.00
H11 1.39 -7.18 1.24  0.01
H12 2.33 -5.99 -0.72  0.00
H13 1.81 -3.61 -1.07  0.00
H14 -1.20 0.11 2.84  0.00
H15 -3.43 0.05 3.91  0.00
H16 -5.14 -1.53 3.12  0.00
H17 -4.66 -3.08 1.26  0.00
H18 -2.45 -3.06 0.17  0.00
Se3 1.19 4.60 -3.39  0.01
N3 0.05 3.90 -4.51  0.02
C23 -0.42 2.78 -3.98  0.00
C24 -1.39 1.90 -4.53  0.00
C25 -1.74 0.81 -3.79  0.00
C26 -1.16 0.57 -2.52  0.01
N4 -0.24 1.36 -1.98  0.01
C27 0.13 2.47 -2.70  0.01
N5 1.01 3.28 -2.18  0.08
H19 -1.82 2.10 -5.51  0.00
H20 -2.48 0.11 -4.15  0.00
H21 -1.47 -0.29 -1.95  0.01

---

Density functional theory data (ωB97M-V with the def2-TZVPD basis set) for C27H22BaN2O3Te as an isolated structure.

Output
**ΔE to the lowest compared entry with this formula, charge and spin**: 0.038 eV
**E_LUMO**: -0.6254 eV

Last column: Löwdin charge in e.
Cartesian coordinates (Å):
Ba1 -0.40 -1.16 0.92  1.82
C1 -0.65 -1.31 6.00  -0.07
O1 0.14 -0.15 5.77  -0.12
C2 -0.54 0.89 5.18  -0.25
C3 -0.80 2.02 5.92  -0.01
C4 -1.43 3.12 5.34  -0.09
C5 -1.80 3.05 4.02  -0.06
C6 -1.55 1.92 3.24  -0.17
C7 -1.95 2.00 1.84  -0.11
N1 -1.73 1.15 0.90  -0.14
N2 -2.23 1.58 -0.33  0.04
C8 -2.04 0.71 -1.28  -0.52
O2 -1.47 -0.45 -1.15  -0.40
C9 -2.51 1.10 -2.65  -0.15
C10 -2.33 0.21 -3.70  -0.04
C11 -2.76 0.55 -4.98  -0.09
C12 -3.37 1.77 -5.21  -0.10
C13 -3.56 2.66 -4.15  -0.09
C14 -3.13 2.32 -2.88  -0.04
C15 -0.90 0.79 3.82  -0.37
O3 -0.61 -0.28 3.13  -0.49
H1 0.03 -2.08 6.35  0.09
H2 -1.40 -1.11 6.76  0.09
H3 -1.13 -1.63 5.08  0.08
H4 -0.48 2.04 6.96  0.12
H5 -1.62 4.01 5.93  0.10
H6 -2.29 3.90 3.56  0.11
H7 -2.49 2.91 1.57  0.12
H8 -1.85 -0.74 -3.51  0.10
H9 -2.61 -0.14 -5.80  0.10
H10 -3.70 2.04 -6.21  0.10
H11 -4.03 3.61 -4.33  0.10
H12 -3.27 3.00 -2.05  0.10
Te1 1.88 1.43 1.83  1.39
C16 3.73 1.92 0.93  -0.53
C17 3.70 2.60 -0.28  -0.16
C18 4.88 2.94 -0.92  -0.09
C19 6.10 2.61 -0.35  -0.09
C20 6.13 1.93 0.86  -0.09
C21 4.95 1.58 1.50  -0.13
C22 2.64 0.80 3.68  -0.55
C23 2.71 1.71 4.73  -0.13
C24 3.20 1.30 5.96  -0.07
C25 3.64 0.00 6.14  -0.08
C26 3.57 -0.91 5.09  -0.08
C27 3.07 -0.51 3.86  -0.15
H13 2.75 2.88 -0.73  0.09
H14 4.84 3.47 -1.86  0.10
H15 7.03 2.88 -0.85  0.10
H16 7.08 1.68 1.32  0.10
H17 4.99 1.06 2.45  0.09
H18 2.36 2.72 4.59  0.10
H19 3.25 2.01 6.78  0.11
H20 4.02 -0.31 7.10  0.10
H21 3.90 -1.93 5.23  0.10
H22 3.02 -1.22 3.05  0.09

---

Density functional theory data (ωB97M-V with the def2-TZVPD basis set) for C27H22EuN5OS6 as an isolated structure.

Output
**Multiplicity**: 7
**E_LUMO (alpha / beta)**: -0.5159 / 0.3736 eV
**Expectation value of S²**: 12.01

Last column: Löwdin spin population.
Cartesian coordinates (Å):
Eu1 -0.48 0.10 0.70  6.06
S1 -0.76 -1.17 -1.82  -0.01
C1 -2.16 -1.83 -1.06  0.00
C2 -3.11 -2.60 -1.74  0.00
C3 -4.24 -3.02 -1.07  0.00
C4 -4.42 -2.68 0.27  0.00
C5 -3.44 -1.93 0.88  0.00
N1 -2.33 -1.52 0.25  -0.01
H1 -2.93 -2.85 -2.78  0.00
H2 -5.00 -3.60 -1.59  0.00
H3 -5.29 -2.99 0.82  0.00
H4 -3.52 -1.65 1.92  0.00
S2 0.25 2.73 -0.14  -0.01
C6 1.63 2.36 0.78  0.00
N2 1.80 1.19 1.36  -0.01
C7 3.05 1.08 1.94  0.00
C8 3.55 -0.05 2.60  0.00
C9 4.83 -0.02 3.11  0.00
C10 5.63 1.12 2.98  0.00
C11 5.15 2.25 2.34  0.00
C12 3.86 2.21 1.82  0.00
S3 2.99 3.44 0.94  0.00
H5 2.92 -0.93 2.71  0.00
H6 5.22 -0.89 3.62  0.00
H7 6.63 1.13 3.39  0.00
H8 5.76 3.13 2.22  0.00
C13 -4.76 2.57 0.35  0.00
S4 -2.97 2.69 0.28  0.00
O1 -2.49 1.41 0.93  -0.01
C14 -2.85 2.47 -1.50  0.00
C15 -2.25 3.48 -2.25  0.00
C16 -2.10 3.30 -3.62  0.00
C17 -2.52 2.12 -4.22  0.00
C18 -3.11 1.12 -3.45  0.00
C19 -3.27 1.29 -2.09  0.00
H9 -5.09 1.64 -0.10  0.00
H10 -5.17 3.43 -0.19  0.00
H11 -5.05 2.61 1.40  0.00
H12 -1.91 4.39 -1.77  0.00
H13 -1.63 4.07 -4.21  0.00
H14 -2.37 1.97 -5.28  0.00
H15 -3.43 0.19 -3.92  0.00
H16 -3.70 0.49 -1.49  0.00
N3 0.73 -3.24 2.22  0.00
C20 1.53 -2.77 1.26  0.00
N4 1.29 -1.69 0.57  -0.01
C21 2.31 -1.45 -0.36  0.00
C22 2.37 -0.38 -1.25  0.00
C23 3.47 -0.25 -2.07  0.00
C24 4.53 -1.16 -2.01  0.00
C25 4.48 -2.24 -1.15  0.00
C26 3.36 -2.37 -0.33  0.00
S5 3.02 -3.60 0.86  0.00
H17 -0.01 -2.63 2.55  0.00
H18 1.00 -4.01 2.79  0.00
H19 1.54 0.32 -1.33  0.00
H20 3.51 0.58 -2.77  0.00
H21 5.39 -1.03 -2.66  0.00
H22 5.29 -2.95 -1.09  0.00
S6 -2.43 -1.70 4.85  0.00
C27 -1.51 -1.05 3.72  0.00
N5 -0.80 -0.63 2.87  -0.01

---

Sequential strongest force on any atom output: 0.022; 0.045; 0.082; 0.005; 0.025; 0.013; 0.003; 0.009 Eh/bohr